[1]
78
Properties=species:S:1:pos:R:3 method="wB97M-V/def2-TZVPD" homo_lumo_gap_ha=0.3517 smiles="C#CC[C@@](S)(CNC)O[C@H](O)CO[C@@H](CC(=O)O)[C@H](Cl)CC.COCCOC.COCCOC" charge=0 mol_weight_g_mol=534.11 homo_ev=-9.167
C 4.485 0.113 2.945
C 3.584 0.780 2.516
C 2.354 1.482 2.053
C 1.441 0.498 1.262
S 2.202 0.270 -0.416
C 1.435 -0.929 1.866
N 0.254 -1.653 1.365
C 0.379 -3.098 1.633
O 0.141 0.966 1.016
C -0.576 1.417 2.134
O -0.823 0.426 3.068
C -1.915 1.982 1.547
O -3.022 1.172 1.875
C -3.734 0.723 0.734
C -2.860 -0.330 -0.024
C -3.626 -1.446 -0.694
O -3.841 -2.500 -0.165
O -4.046 -1.201 -1.962
C -5.122 0.222 1.142
Cl -6.212 0.470 -0.290
C -5.730 0.970 2.349
C -6.051 -0.031 3.475
H 5.246 -0.389 3.492
H 1.892 1.880 2.954
H 2.678 2.265 1.370
H 2.893 1.414 -0.607
H 1.377 -0.900 2.954
H 2.328 -1.463 1.536
H 0.202 -1.564 0.356
H 1.407 -3.456 1.500
H -0.267 -3.647 0.948
H 0.028 -3.283 2.649
H -0.108 2.230 2.688
H -1.123 -0.374 2.622
H -2.091 2.971 1.988
H -1.822 2.147 0.471
H -3.874 1.575 0.061
H -2.283 0.202 -0.783
H -2.131 -0.776 0.651
H -4.046 -2.042 -2.434
H -5.119 -0.842 1.371
H -6.665 1.435 2.047
H -5.067 1.726 2.764
H -5.166 -0.599 3.768
H -6.821 -0.738 3.156
H -6.416 0.478 4.368
C 10.807 0.918 3.221
O 10.822 0.674 1.826
C 10.426 -0.646 1.485
C 8.985 -0.701 1.021
O 8.082 -0.365 2.064
C 7.611 0.971 1.988
H 10.867 1.995 3.371
H 9.892 0.548 3.690
H 11.675 0.448 3.698
H 10.584 -1.327 2.326
H 11.070 -0.973 0.662
H 8.755 -1.725 0.713
H 8.835 -0.047 0.157
H 6.858 1.062 1.199
H 8.422 1.679 1.804
H 7.146 1.214 2.941
C -6.987 0.446 -6.999
O -5.949 1.169 -6.361
C -5.618 0.656 -5.078
C -4.374 -0.207 -5.118
O -4.577 -1.390 -5.884
C -4.046 -1.305 -7.194
H -6.995 0.733 -8.050
H -6.832 -0.633 -6.932
H -7.956 0.702 -6.557
H -6.458 0.096 -4.656
H -5.425 1.514 -4.428
H -4.135 -0.521 -4.102
H -3.523 0.361 -5.506
H -2.956 -1.410 -7.171
H -4.310 -0.363 -7.679
H -4.463 -2.127 -7.776

[2]
11
Properties=species:S:1:pos:R:3 method="wB97M-V/def2-TZVPD" homo_lumo_gap_ha=0.3390 e_above_lowest_kcal_mol=108.04 charge=0 mol_weight_g_mol=109.09 homo_ev=-10.144
C -0.869 -0.564 -0.107
C 1.319 -0.928 -0.254
C 1.355 0.237 0.590
H -1.803 -1.099 1.509
H 2.467 -1.196 -0.635
H 1.905 0.005 1.399
N -1.782 -0.414 0.720
N 0.239 -1.620 -0.392
N 0.591 1.324 0.543
N -0.088 1.534 -0.518
N -0.874 0.579 -0.875

[3]
9
Properties=species:S:1:pos:R:3 method="wB97M-V/def2-TZVPD" homo_lumo_gap_ha="0.2719 / 0.2990" e_above_lowest_kcal_mol=76.98 charge=0 mol_weight_g_mol=80.01 homo_ev="-8.219 / -8.424"
C -0.740 0.750 0.304
P -2.007 -0.270 -0.540
P 1.944 -0.238 -0.346
H -0.485 0.655 1.440
H -0.665 1.701 -0.133
H -1.428 -0.441 -1.712
H -1.373 -1.421 -0.212
H 2.027 -1.391 0.573
H 2.726 0.655 0.625

[4]
26
Properties=species:S:1:pos:R:3 method="wB97M-V/def2-TZVPD" homo_lumo_gap_ha=0.3555 smiles="N[C@@H](CCCCB(O)O)C(=O)O" e_above_lowest_kcal_mol=11.28 charge=0 mol_weight_g_mol=174.99 homo_ev=-9.158
O 2.524 -0.165 -0.033
O -0.787 -1.959 -1.902
O -0.903 -3.753 -0.212
O 3.072 1.586 -1.387
B -1.206 -2.472 -0.660
C 2.359 0.978 -0.390
N 0.773 2.970 -0.493
C -2.184 -1.522 0.148
C -1.461 -0.618 1.159
C -0.479 0.245 0.268
C 0.403 1.112 1.209
C 1.384 1.922 0.357
H -0.145 -2.388 -2.508
H -1.279 -4.040 0.684
H 3.583 0.873 -1.728
H -0.017 2.609 -0.995
H 1.426 3.507 -1.151
H -2.701 -0.934 -0.582
H -2.984 -2.028 0.700
H -2.224 0.012 1.640
H -0.866 -1.183 1.839
H -1.113 0.846 -0.342
H 0.088 -0.413 -0.385
H 0.986 0.458 1.905
H -0.220 1.828 1.758
H 1.971 2.531 1.099